No. 1
Formula: C29H41N2O4
Source: the OMol25 dataset
Level of theory: ωB97M-V/def2-TZVPD

Calculated values
* SMILES: CC[C@@H]1C[N@H+]2CCc3cc(OC)c(OC)cc3[C@@H]2C[C@@H]1C[C@@H]1NCCc2cc(OC)c(OC)cc21
* HOMO: -10.477 eV
* DFT total energy: -1539.8910 Eh
* total charge: +1
* LUMO level: -1.9 eV

Cartesian coordinates (Å):
C: 1.9253 3.4314 2.3071
C: 1.1157 2.1410 2.3637
C: 0.2166 1.9306 1.1405
C: -0.6685 0.7011 1.3675
N: -1.2084 0.1510 0.1057
C: -2.4189 -0.6462 0.3537
C: -2.7784 -1.4397 -0.8907
C: -2.8642 -0.5271 -2.0830
C: -3.5743 -0.9416 -3.2099
C: -3.7143 -0.1260 -4.3155
O: -4.3763 -0.4393 -5.4465
C: -5.0098 -1.6943 -5.5408
C: -3.1353 1.1701 -4.2857
O: -3.3399 1.9192 -5.3898
C: -2.8330 3.2319 -5.4307
C: -2.4271 1.5661 -3.1685
C: -2.2684 0.7199 -2.0662
C: -1.4679 1.2216 -0.8819
C: -0.1152 1.7937 -1.3342
C: 0.9442 1.8693 -0.2109
C: 2.1209 0.8868 -0.3922
C: 2.0106 -0.6451 -0.2299
N: 0.8299 -1.1715 -0.9303
C: 0.7645 -2.6290 -0.8194
C: 0.3978 -2.9946 0.6130
C: 1.2790 -2.2567 1.5850
C: 1.3595 -2.7016 2.8957
C: 2.2160 -2.1417 3.8356
O: 2.1205 -2.6875 5.0675
C: 2.9905 -2.3257 6.1213
C: 3.0809 -1.1103 3.4078
O: 3.9725 -0.5968 4.3047
C: 4.8953 0.3787 3.8835
C: 2.9827 -0.6626 2.0986
C: 2.0584 -1.1759 1.1903
H: 2.6756 3.4015 1.5211
H: 1.2769 4.2865 2.1317
H: 2.4367 3.5874 3.2532
H: 1.7808 1.2867 2.4818
H: 0.4708 2.1739 3.2447
H: -0.4302 2.8136 1.0750
H: -0.0960 -0.0883 1.8597
H: -1.5021 0.9780 2.0189
H: -0.3937 -0.4840 -0.3447
H: -3.2375 0.0337 0.6091
H: -2.2409 -1.3050 1.2058
H: -3.7382 -1.9348 -0.7369
H: -2.0376 -2.2224 -1.0701
H: -4.0251 -1.9207 -3.1955
H: -4.2891 -2.5147 -5.4664
H: -5.7810 -1.8129 -4.7736
H: -5.4751 -1.7126 -6.5242
H: -3.1377 3.6316 -6.3958
H: -3.2562 3.8515 -4.6338
H: -1.7402 3.2439 -5.3644
H: -1.9973 2.5528 -3.1363
H: -2.0509 2.0021 -0.3748
H: -0.2917 2.7994 -1.7137
H: 0.2596 1.2045 -2.1712
H: 1.4330 2.8428 -0.3207
H: 2.4810 1.0646 -1.4102
H: 2.9193 1.2185 0.2689
H: 2.9207 -1.0412 -0.7196
H: 0.8933 -0.9110 -1.9123
H: 0.0215 -3.0077 -1.5248
H: 1.7319 -3.0810 -1.0738
H: -0.6538 -2.7739 0.8090
H: 0.5288 -4.0676 0.7588
H: 0.7504 -3.5300 3.2211
H: 2.8843 -1.2734 6.3896
H: 4.0321 -2.5350 5.8728
H: 2.6855 -2.9485 6.9613
H: 5.5361 0.0083 3.0776
H: 4.3943 1.2990 3.5656
H: 5.5078 0.5904 4.7579
H: 3.6725 0.0946 1.7643

---

No. 2
Formula: C29H41N4O2SiSn
Source: the OMol25 dataset
Level of theory: ωB97M-V/def2-TZVPD

Calculated values
* HOMO (alpha / beta): -2.018 / -3.721 eV
* DFT total energy: -2002.9641 Eh
* total charge: -1
* LUMO level (alpha / beta): 2.7 / 2.6 eV

Cartesian coordinates (Å):
Sn: -1.9197 1.0501 0.5330
C: 0.2007 4.0174 0.2189
N: -1.1443 3.4931 0.3557
C: -2.1428 4.2807 0.1985
C: -3.4748 3.7627 0.2371
C: -4.7053 4.4105 0.1275
C: -5.6822 3.4058 0.1789
C: -5.0003 2.1962 0.3110
N: -3.6688 2.4041 0.3460
C: 0.8844 4.2448 1.5511
C: 0.6994 3.3535 2.6055
C: 1.3683 3.5371 3.8064
C: 2.2288 4.6154 3.9752
C: 2.4132 5.5108 2.9320
C: 1.7410 5.3251 1.7300
H: 0.2174 4.9495 -0.3597
H: 0.7870 3.2821 -0.3454
H: -2.0010 5.3466 -0.0146
H: -4.8569 5.4752 0.0281
H: -6.7523 3.5334 0.1253
H: -5.3930 1.1924 0.3636
H: 0.0160 2.5202 2.4796
H: 1.2130 2.8357 4.6174
H: 2.7455 4.7601 4.9161
H: 3.0757 6.3593 3.0541
H: 1.8851 6.0293 0.9177
O: -1.8663 -1.9784 0.1909
N: -3.1353 -1.6308 -0.5965
O: -3.3977 -0.4476 -0.2779
C: 0.8319 -1.7827 -1.0954
Si: -0.5586 -2.8282 -0.3249
C: 0.1105 -3.5141 1.3274
C: -0.9430 -4.4040 2.0021
C: 1.4214 -4.3000 1.1987
C: 0.3641 -2.2996 2.2374
C: -1.0333 -4.0868 -1.6757
C: -2.1988 -4.9702 -1.2054
C: 0.1418 -4.9730 -2.1054
C: -1.5154 -3.2983 -2.9095
H: 1.7915 -2.3083 -0.9516
H: 0.9398 -0.3594 0.3913
H: 0.6801 -1.7555 -2.1750
H: -1.0310 -5.3726 1.5063
H: -1.9262 -3.9289 2.0009
H: -0.6583 -4.5922 3.0444
H: 1.3092 -5.1930 0.5825
H: 1.7611 -4.6261 2.1896
H: 2.2203 -3.6935 0.7639
H: -0.5064 -1.6429 2.2943
H: 1.2151 -1.7067 1.8903
H: 0.6064 -2.6421 3.2505
H: -1.8934 -5.6663 -0.4228
H: -2.5737 -5.5649 -2.0477
H: -3.0257 -4.3658 -0.8261
H: 0.4718 -5.6368 -1.3047
H: 1.0033 -4.3831 -2.4309
H: -0.1629 -5.6046 -2.9492
H: -2.3165 -2.6017 -2.6558
H: -1.8939 -4.0050 -3.6578
H: -0.7058 -2.7346 -3.3786
C: 3.2600 0.2030 0.9303
C: 3.0581 0.7472 -0.4606
C: 3.9965 1.6044 -1.0269
C: 3.8028 2.1287 -2.2945
C: 2.6552 1.8001 -3.0022
C: 1.6902 0.9586 -2.4613
C: 0.4111 0.6730 -3.2019
C: 1.9052 0.4224 -1.1848
N: 0.8888 -0.3880 -0.6159
H: 4.2548 0.4533 1.2985
H: 3.1526 -0.8840 0.9582
H: 2.5327 0.6213 1.6321
H: 4.8849 1.8640 -0.4616
H: 4.5398 2.7944 -2.7263
H: 2.4870 2.2246 -3.9859
H: 0.3329 1.3053 -4.0866
H: -0.4532 0.8461 -2.5547
H: 0.3404 -0.3679 -3.5244

---

No. 3
Formula: C29H41N7O3PPbS3Te
Source: the OMol25 dataset
Level of theory: ωB97M-V/def2-TZVPD

Calculated values
* HOMO: -4.359 eV
* DFT total energy: -3735.7743 Eh
* total charge: -1
* LUMO level: 2.5 eV

Cartesian coordinates (Å):
Pb: -0.6875 1.0081 0.2655
N: -1.9978 3.5328 1.1052
C: -1.0256 4.4974 1.5996
C: 0.2653 4.3961 0.8039
N: 0.8386 3.0552 0.8450
H: -2.2006 3.6716 0.1195
H: -2.8687 3.5588 1.6176
H: -0.8318 4.2790 2.6562
H: -1.3671 5.5412 1.5528
H: 0.9632 5.1650 1.1575
H: 0.0535 4.6129 -0.2446
H: 1.3258 2.8515 1.7087
H: 1.4793 2.9441 0.0554
S: -0.9021 2.7073 -2.2177
C: 0.7011 3.0520 -2.7402
N: 1.7479 3.2947 -2.0056
C: 2.8873 3.4555 -2.7717
C: 4.1612 3.7057 -2.2620
C: 5.2234 3.8471 -3.1351
C: 5.0349 3.7422 -4.5155
C: 3.7773 3.4909 -5.0370
C: 2.7095 3.3467 -4.1599
S: 1.0371 3.0175 -4.4753
H: 4.2975 3.7736 -1.1902
H: 6.2159 4.0358 -2.7452
H: 5.8797 3.8505 -5.1839
H: 3.6322 3.4008 -6.1062
C: 1.1469 0.1790 3.3171
N: 1.2357 0.2438 1.8709
C: 2.1702 -0.3713 1.2470
C: 2.2375 -0.3790 -0.1787
C: 3.2279 -0.8875 -1.0199
C: 2.8041 -0.6151 -2.3248
C: 1.5746 0.0349 -2.2071
N: 1.2248 0.1812 -0.9180
C: -0.2991 -0.0140 3.7125
C: -1.1638 1.0770 3.6822
C: -2.5226 0.9131 3.9048
C: -3.0311 -0.3504 4.1735
C: -2.1745 -1.4401 4.2192
C: -0.8165 -1.2720 3.9885
H: 1.4981 1.1276 3.7439
H: 1.7763 -0.6198 3.7282
H: 2.9507 -0.9118 1.7940
H: 4.1317 -1.3908 -0.7091
H: 3.3080 -0.8656 -3.2451
H: 0.9399 0.4162 -2.9936
H: -0.7719 2.0633 3.4527
H: -3.1869 1.7668 3.8525
H: -4.0941 -0.4854 4.3293
H: -2.5647 -2.4333 4.4034
H: -0.1611 -2.1322 3.9699
S: -3.8702 1.1504 -0.7422
C: -3.3910 0.0516 -1.9407
N: -3.2143 0.4508 -3.2113
C: -2.4279 -0.2693 -4.2120
C: -1.7889 -1.5103 -3.6114
C: -2.7946 -2.1837 -2.6983
N: -3.1907 -1.2408 -1.6660
H: -3.2903 1.4498 -3.3193
H: -1.6667 0.4187 -4.5882
H: -3.0776 -0.5469 -5.0477
H: -0.9073 -1.2624 -3.0193
H: -1.4716 -2.1862 -4.4063
H: -2.3526 -3.0498 -2.2119
H: -3.6787 -2.5044 -3.2621
H: -3.0118 -1.4662 -0.6965
C: -3.2915 -5.4401 2.1440
C: -2.7951 -4.2639 1.3361
O: -1.4535 -3.9836 1.7321
P: -0.5451 -3.0772 0.7342
O: -1.1911 -1.7386 0.5704
Te: -0.0058 -4.3586 -1.1910
O: 0.7381 -2.9364 1.6960
C: 1.6760 -4.0063 1.8469
C: 2.4010 -3.8166 3.1606
H: -4.3268 -5.6689 1.8839
H: -3.2426 -5.2220 3.2122
H: -2.6796 -6.3193 1.9411
H: -3.4044 -3.3718 1.5093
H: -2.8156 -4.4988 0.2661
H: 2.3617 -3.9869 0.9972
H: 1.1527 -4.9642 1.8250
H: 2.8850 -2.8397 3.2010
H: 3.1701 -4.5828 3.2755
H: 1.7112 -3.8944 4.0026